--- A ---
{
  "formula": "C48H128O16",
  "method": "the ωB97M-V functional and the def2-TZVPD basis",
  "symbols": ["C", "C", "C", "O", "H", "H", "H", "H", "H", "H", "H", "H", "C", "C", "C", "O", "H", "H", "H", "H", "H", "H", "H", "H", "C", "C", "C", "O", "H", "H", "H", "H", "H", "H", "H", "H", "C", "C", "C", "O", "H", "H", "H", "H", "H", "H", "H", "H", "C", "C", "C", "O", "H", "H", "H", "H", "H", "H", "H", "H", "C", "C", "C", "O", "H", "H", "H", "H", "H", "H", "H", "H", "C", "C", "C", "O", "H", "H", "H", "H", "H", "H", "H", "H", "C", "C", "C", "O", "H", "H", "H", "H", "H", "H", "H", "H", "C", "C", "C", "O", "H", "H", "H", "H", "H", "H", "H", "H", "C", "C", "C", "O", "H", "H", "H", "H", "H", "H", "H", "H", "C", "C", "C", "O", "H", "H", "H", "H", "H", "H", "H", "H", "C", "C", "C", "O", "H", "H", "H", "H", "H", "H", "H", "H", "C", "C", "C", "O", "H", "H", "H", "H", "H", "H", "H", "H", "C", "C", "C", "O", "H", "H", "H", "H", "H", "H", "H", "H", "C", "C", "C", "O", "H", "H", "H", "H", "H", "H", "H", "H", "C", "C", "C", "O", "H", "H", "H", "H", "H", "H", "H", "H"],
  "coordinates": [[1.4261, 5.3400, -1.6029], [0.8896, 3.9759, -1.9966], [1.3287, 3.5770, -3.3804], [1.2827, 2.9882, -1.0304], [2.4379, 5.3901, -1.7689], [1.1809, 5.5246, -0.5336], [0.9458, 6.0540, -2.2081], [-0.2052, 3.9995, -1.9926], [1.0999, 2.5379, -3.5979], [2.3910, 3.7401, -3.5930], [0.7504, 4.2256, -4.0380], [0.9069, 3.2752, -0.2002], [5.6184, 2.6366, 4.1776], [4.5494, 2.8428, 3.1216], [3.1733, 2.3791, 3.5684], [4.4737, 4.2642, 2.8294], [5.6758, 1.6066, 4.5032], [5.3792, 3.1747, 5.1035], [6.6515, 2.8072, 3.9023], [4.9617, 2.3781, 2.2095], [3.0032, 2.7036, 4.5974], [3.0688, 1.2628, 3.5925], [2.3660, 2.6549, 2.8857], [5.1806, 4.3125, 2.1941], [-3.3776, 3.6654, -2.6256], [-3.9912, 4.5039, -3.7406], [-3.4834, 5.9829, -3.7568], [-3.8352, 3.8126, -4.9356], [-2.3405, 3.5934, -2.9303], [-3.8929, 2.7685, -2.7362], [-3.4332, 4.0775, -1.6219], [-5.1341, 4.6191, -3.5793], [-2.3397, 5.9193, -3.7477], [-3.7811, 6.4903, -2.8523], [-3.8978, 6.4564, -4.6146], [-3.9962, 4.4327, -5.6626], [5.8459, -0.1270, -4.1897], [4.4863, 0.2447, -3.5603], [3.3707, -0.4029, -4.4111], [4.3929, -0.1960, -2.2109], [6.6420, 0.5391, -3.8272], [5.8357, 0.0961, -5.2449], [6.1980, -1.1791, -4.1465], [4.2859, 1.3576, -3.4955], [2.4360, 0.0319, -4.0931], [3.3885, -1.5142, -4.3634], [3.4682, -0.1150, -5.4736], [3.4706, -0.0102, -1.9415], [1.3354, -6.1337, -0.3066], [-0.0918, -5.8316, -0.5534], [-0.8964, -7.0084, -0.8783], [-0.5847, -5.1569, 0.6111], [1.8134, -6.7422, -1.0551], [1.4329, -6.7511, 0.6041], [1.8437, -5.2497, -0.1175], [-0.0642, -5.1533, -1.3796], [-0.2719, -7.5259, -1.6015], [-1.8840, -6.9297, -1.3584], [-1.1080, -7.6741, -0.0243], [-1.4982, -5.3425, 0.6471], [-2.7719, -6.5311, 3.2499], [-3.8129, -6.4058, 2.0887], [-5.1805, -6.1700, 2.7298], [-3.4281, -5.3671, 1.1429], [-3.0651, -7.2961, 3.9623], [-2.6505, -5.4941, 3.6528], [-1.8036, -6.6954, 2.7615], [-3.8662, -7.3573, 1.5132], [-5.3022, -5.1467, 3.0798], [-5.3884, -6.8230, 3.5674], [-6.0380, -6.3625, 2.0351], [-3.5549, -4.4636, 1.4691], [-4.6754, -1.8056, 4.2193], [-4.3674, -1.8737, 2.7266], [-3.6672, -0.6957, 2.1059], [-3.5956, -3.1556, 2.5719], [-3.8388, -1.4811, 4.8882], [-5.0789, -2.7442, 4.6441], [-5.5260, -1.1089, 4.3630], [-5.2446, -1.9930, 2.0907], [-3.7769, -0.7978, 1.0325], [-2.6081, -0.6112, 2.2820], [-4.1954, 0.2777, 2.3465], [-2.6206, -2.9344, 2.5632], [5.7567, -2.9540, 0.9004], [6.2866, -1.5558, 1.2375], [7.7053, -1.4282, 0.7272], [5.5799, -0.4481, 0.6598], [5.8526, -3.1515, -0.1443], [4.7018, -3.1088, 1.0289], [6.4093, -3.7336, 1.3677], [6.2955, -1.4108, 2.3474], [7.7473, -1.7994, -0.2938], [8.4457, -2.0358, 1.2645], [8.1256, -0.4462, 0.9827], [5.3303, -0.7343, -0.2213], [-5.7794, 0.9304, -2.2320], [-6.4825, 0.7854, -3.5819], [-7.9780, 0.8254, -3.3725], [-6.1677, 1.8057, -4.4739], [-6.0526, 1.9196, -1.8537], [-4.7406, 0.9136, -2.4607], [-6.0659, 0.1494, -1.5001], [-6.1259, -0.1621, -3.9523], [-8.3912, 0.7738, -4.3799], [-8.3633, 1.8125, -3.0256], [-8.3585, -0.0818, -2.9135], [-5.2445, 1.8383, -4.5237], [2.5180, 5.5210, 5.8109], [1.3079, 5.1142, 4.8813], [0.1422, 6.0665, 5.1217], [1.5697, 5.0655, 3.4947], [2.1998, 5.4552, 6.8229], [2.8188, 6.5870, 5.6433], [3.3614, 4.9394, 5.6492], [1.1327, 4.0798, 5.1560], [-0.6537, 5.8881, 4.3485], [0.4705, 7.1131, 5.0247], [-0.1773, 5.9720, 6.1954], [2.5234, 4.9908, 3.2985], [1.2999, -3.7096, 3.1777], [-0.0246, -3.0828, 3.4202], [-0.0777, -1.7846, 4.1199], [-0.8020, -2.8519, 2.2605], [1.1296, -4.5736, 2.5323], [1.7744, -4.0948, 4.0923], [2.1053, -3.0666, 2.7441], [-0.5779, -3.7956, 4.0258], [0.5838, -0.9917, 3.6431], [0.1960, -1.7860, 5.1762], [-1.1122, -1.3683, 4.1037], [-0.5672, -3.4417, 1.5585], [-0.9934, 0.0171, -4.8126], [-2.1861, -0.3268, -3.9086], [-1.9619, -0.1044, -2.4106], [-3.4438, 0.2565, -4.3630], [-1.2727, -0.2806, -5.8251], [-0.1843, -0.6284, -4.4938], [-0.7631, 1.1096, -4.8413], [-2.2224, -1.3822, -4.0926], [-1.8623, 0.9616, -2.1588], [-1.0673, -0.6239, -2.1342], [-2.7399, -0.4838, -1.7734], [-3.2805, 0.8038, -5.1170], [-1.8961, 2.4391, 0.5411], [-1.1462, 2.8899, 1.8059], [-0.5000, 1.7459, 2.4555], [-0.1521, 3.8407, 1.3347], [-2.8832, 1.9382, 0.6414], [-1.2042, 1.8891, -0.0564], [-2.1133, 3.3980, -0.0440], [-1.7461, 3.3117, 2.5437], [0.0858, 2.0727, 3.3260], [0.0970, 1.1555, 1.7906], [-1.3063, 1.0575, 2.7319], [0.4143, 3.9514, 2.1039], [-6.3550, -4.0964, -1.5043], [-5.8170, -3.3028, -2.6533], [-4.3083, -3.0517, -2.5410], [-6.0108, -4.0163, -3.8909], [-5.7999, -5.0335, -1.2941], [-7.4008, -4.2952, -1.7148], [-6.1385, -3.4436, -0.5848], [-6.3407, -2.3456, -2.6907], [-3.7641, -3.5230, -1.7574], [-4.0959, -2.0242, -2.3723], [-3.8758, -3.4051, -3.4718], [-6.9485, -3.7694, -4.0974], [4.9825, 2.8654, -0.7137], [6.2946, 2.4307, -0.0451], [7.4385, 2.1093, -1.0714], [6.8106, 3.4381, 0.8512], [5.0207, 3.8207, -1.2031], [4.1451, 2.9608, 0.0647], [4.6853, 2.1380, -1.4809], [6.0557, 1.5432, 0.6229], [7.3279, 2.9705, -1.8056], [7.2341, 1.1445, -1.5775], [8.3916, 2.1218, -0.5039], [7.4467, 3.9250, 0.3397], [1.6782, -2.0697, -0.4124], [1.5047, -0.5670, -0.2557], [2.5183, -0.0787, 0.8225], [1.7012, 0.1345, -1.5163], [0.9010, -2.5614, -0.9169], [1.7589, -2.3561, 0.5985], [2.6093, -2.2985, -0.9274], [0.5280, -0.4420, 0.1404], [3.5176, -0.5159, 0.6013], [2.2831, -0.5651, 1.8007], [2.5799, 0.9844, 0.8790], [1.3195, 1.0537, -1.5055]],
  "lowdin_charge": [-0.023, -0.470, -0.040, -0.071, 0.048, 0.099, 0.066, 0.118, 0.062, 0.085, 0.083, 0.038, -0.052, -0.447, -0.047, -0.059, 0.073, 0.080, 0.076, 0.108, 0.076, 0.092, 0.057, 0.053, -0.039, -0.519, -0.043, -0.040, 0.072, 0.021, 0.082, 0.155, 0.099, 0.071, 0.056, 0.104, -0.054, -0.469, -0.058, -0.096, 0.060, 0.062, 0.093, 0.139, 0.042, 0.099, 0.080, 0.044, -0.051, -0.505, -0.054, -0.053, 0.084, 0.102, 0.046, 0.129, 0.083, 0.093, 0.099, 0.019, -0.044, -0.433, -0.068, -0.096, 0.074, 0.081, 0.064, 0.137, 0.063, 0.068, 0.087, 0.034, -0.059, -0.409, -0.060, -0.123, 0.089, 0.077, 0.080, 0.130, 0.070, 0.045, 0.111, 0.070, -0.048, -0.459, -0.071, -0.099, 0.064, 0.057, 0.102, 0.148, 0.084, 0.078, 0.083, 0.057, -0.056, -0.527, -0.059, -0.009, 0.087, 0.021, 0.090, 0.119, 0.072, 0.099, 0.074, 0.015, -0.031, -0.484, -0.058, -0.078, 0.064, 0.099, 0.028, 0.112, 0.089, 0.079, 0.092, 0.071, -0.039, -0.510, -0.052, -0.061, 0.072, 0.093, 0.082, 0.133, 0.091, 0.084, 0.077, 0.044, -0.042, -0.435, -0.032, -0.047, 0.081, 0.075, 0.088, 0.110, 0.072, 0.064, 0.051, 0.068, -0.026, -0.451, -0.054, -0.059, 0.088, 0.050, 0.085, 0.118, 0.091, 0.063, 0.075, 0.049, -0.064, -0.493, -0.027, -0.067, 0.089, 0.072, 0.103, 0.116, 0.063, 0.035, 0.085, 0.106, -0.041, -0.463, -0.036, -0.073, 0.067, 0.094, 0.057, 0.111, 0.098, 0.066, 0.082, 0.069, -0.030, -0.420, -0.030, -0.089, 0.061, 0.040, 0.089, 0.105, 0.063, 0.079, 0.056, 0.081],
  "multiplicity": 1,
  "lumo_ha": 0.0227,
  "homo_ev": -9.68,
  "mol_weight_g_mol": 961.54,
  "homo_lumo_gap_ev": 10.30
}

---

--- B ---
{
  "formula": "C48H128O16",
  "method": "the ωB97M-V functional and the def2-TZVPD basis",
  "symbols": ["C", "C", "C", "O", "H", "H", "H", "H", "H", "H", "H", "H", "C", "C", "C", "O", "H", "H", "H", "H", "H", "H", "H", "H", "C", "C", "C", "O", "H", "H", "H", "H", "H", "H", "H", "H", "C", "C", "C", "O", "H", "H", "H", "H", "H", "H", "H", "H", "C", "C", "C", "O", "H", "H", "H", "H", "H", "H", "H", "H", "C", "C", "C", "O", "H", "H", "H", "H", "H", "H", "H", "H", "C", "C", "C", "O", "H", "H", "H", "H", "H", "H", "H", "H", "C", "C", "C", "O", "H", "H", "H", "H", "H", "H", "H", "H", "C", "C", "C", "O", "H", "H", "H", "H", "H", "H", "H", "H", "C", "C", "C", "O", "H", "H", "H", "H", "H", "H", "H", "H", "C", "C", "C", "O", "H", "H", "H", "H", "H", "H", "H", "H", "C", "C", "C", "O", "H", "H", "H", "H", "H", "H", "H", "H", "C", "C", "C", "O", "H", "H", "H", "H", "H", "H", "H", "H", "C", "C", "C", "O", "H", "H", "H", "H", "H", "H", "H", "H", "C", "C", "C", "O", "H", "H", "H", "H", "H", "H", "H", "H", "C", "C", "C", "O", "H", "H", "H", "H", "H", "H", "H", "H"],
  "coordinates": [[-1.9826, 1.0064, 22.6867], [-2.2386, 0.6737, 24.1367], [-3.7095, 0.5641, 24.4497], [-1.6902, -0.6251, 24.3691], [-2.1729, 2.0465, 22.4219], [-2.6258, 0.4028, 22.0463], [-0.9173, 0.8535, 22.5138], [-1.8104, 1.4634, 24.7539], [-3.8331, 0.2807, 25.4950], [-4.2297, -0.2355, 23.9223], [-4.2108, 1.5214, 24.3071], [-0.7509, -0.4266, 24.3675], [8.6753, 7.2736, 17.0937], [7.1359, 7.1741, 17.2491], [6.6144, 6.5343, 18.5067], [6.6332, 8.4808, 17.1153], [8.9941, 7.5093, 16.0784], [9.1142, 6.3040, 17.3290], [9.1624, 7.9590, 17.7872], [6.7426, 6.6014, 16.4092], [7.0254, 7.1176, 19.3308], [6.8288, 5.4659, 18.5327], [5.5245, 6.5291, 18.5123], [6.7804, 8.8734, 16.2517], [3.3095, 3.5466, 19.0718], [2.6650, 3.2268, 20.3756], [1.6789, 2.0695, 20.3063], [3.6859, 2.8287, 21.1952], [3.8305, 2.7692, 18.5129], [4.1142, 4.2429, 19.3076], [2.6013, 4.0766, 18.4348], [2.0978, 4.0600, 20.7905], [2.1430, 1.1135, 20.0638], [0.9676, 2.1248, 19.4822], [1.1262, 1.9039, 21.2310], [4.2325, 2.2372, 20.6728], [3.4127, -1.5599, 14.1447], [3.1764, -0.2124, 14.7963], [4.0416, 0.0759, 16.0244], [3.4842, 0.7651, 13.8591], [4.4248, -1.7500, 13.7876], [2.8599, -1.5327, 13.2057], [3.1754, -2.3916, 14.8080], [2.1405, -0.1073, 15.1188], [5.0569, 0.3384, 15.7272], [3.9560, -0.7461, 16.7352], [3.6880, 1.0126, 16.4553], [2.8061, 0.5637, 13.2101], [4.5341, 4.0128, 15.3797], [3.2112, 4.1958, 14.6634], [3.2868, 4.1745, 13.1619], [2.3899, 3.1142, 15.0557], [4.8312, 2.9641, 15.3689], [4.3796, 4.2574, 16.4306], [5.3468, 4.5941, 14.9443], [2.7756, 5.1608, 14.9224], [3.8214, 3.3303, 12.7264], [3.8317, 5.0402, 12.7855], [2.3114, 4.0949, 12.6818], [2.8168, 2.2954, 14.7932], [1.2260, -2.1445, 21.9201], [2.2916, -3.1477, 21.4382], [3.5543, -2.9478, 22.3049], [1.8218, -4.4569, 21.6050], [0.9980, -2.3061, 22.9737], [0.2754, -2.1870, 21.3886], [1.5350, -1.0995, 21.8944], [2.5194, -3.0058, 20.3818], [3.4214, -3.1699, 23.3637], [4.1136, -2.0277, 22.1354], [4.1912, -3.7889, 22.0308], [0.8639, -4.4412, 21.6670], [7.0214, 2.4907, 17.3520], [8.0806, 1.2998, 17.3897], [9.6006, 1.4845, 17.6015], [7.6092, 0.4338, 18.4342], [6.9347, 2.8874, 18.3636], [6.0416, 2.0857, 17.0989], [7.2639, 3.3127, 16.6784], [7.9909, 0.7988, 16.4259], [9.8782, 1.8309, 18.5970], [10.0206, 2.2525, 16.9519], [10.1666, 0.5601, 17.4867], [7.9650, -0.4272, 18.2022], [4.7180, 6.5876, 23.9809], [4.0782, 5.7512, 22.9002], [4.2129, 6.4442, 21.5103], [4.8306, 4.5904, 22.8870], [4.1125, 7.4698, 24.1887], [5.7151, 6.8949, 23.6654], [4.7352, 5.9967, 24.8967], [3.0444, 5.4643, 23.0925], [5.2523, 6.5314, 21.1937], [3.8499, 7.4707, 21.5627], [3.7168, 5.8370, 20.7532], [4.3544, 3.9925, 22.3063], [1.2008, 1.6035, 25.6855], [1.5994, 0.5548, 24.7520], [3.0854, 0.2262, 24.7309], [0.9043, -0.5872, 25.0956], [0.1574, 1.8632, 25.8644], [1.6972, 2.5221, 25.3729], [1.5525, 1.4424, 26.7045], [1.2611, 0.8955, 23.7734], [3.2887, -0.5736, 24.0188], [3.4740, -0.1058, 25.6937], [3.5737, 1.1042, 24.3082], [1.3789, -1.0608, 25.7826], [9.0281, 5.1840, 21.1837], [7.7057, 4.5645, 21.5490], [7.6413, 3.0113, 21.3643], [7.4583, 4.8202, 22.9079], [9.0519, 6.2471, 21.4232], [9.1723, 5.1364, 20.1043], [9.9016, 4.7307, 21.6524], [7.0117, 5.1137, 20.9128], [6.6165, 2.6456, 21.4279], [8.2556, 2.5751, 22.1520], [8.0187, 2.6512, 20.4072], [6.5081, 4.7668, 23.0337], [-2.4355, 3.3988, 19.7813], [-3.3094, 4.2632, 18.8883], [-4.3451, 3.3977, 18.1469], [-4.0449, 5.1921, 19.7225], [-1.8213, 2.7333, 19.1747], [-3.0955, 2.8019, 20.4108], [-1.7955, 3.9714, 20.4526], [-2.7279, 4.7828, 18.1267], [-4.8296, 2.8103, 18.9269], [-3.8898, 2.6777, 17.4669], [-5.0152, 3.9977, 17.5312], [-3.4304, 5.7744, 20.1751], [-1.0488, 3.6540, 16.1540], [-0.8117, 2.1486, 16.2241], [-0.6533, 1.5329, 14.8395], [0.3776, 1.8948, 16.8861], [-0.1925, 4.1028, 15.6506], [-1.0571, 4.1999, 17.0974], [-1.8912, 3.9951, 15.5522], [-1.6964, 1.7049, 16.6808], [-0.5913, 0.4452, 14.8741], [0.2343, 1.7950, 14.2637], [-1.5479, 1.7302, 14.2489], [1.0628, 2.2000, 16.2870], [4.8793, -1.2548, 19.6768], [5.0305, -0.1129, 20.5922], [6.1650, -0.3015, 21.6479], [5.2903, 1.0491, 19.8194], [3.9448, -1.1567, 19.1243], [4.9918, -2.2182, 20.1740], [5.6492, -1.2520, 18.9052], [4.0876, 0.0969, 21.0971], [5.8989, -1.0561, 22.3882], [6.2661, 0.6672, 22.1372], [7.0316, -0.6865, 21.1105], [6.0292, 0.8050, 19.2573], [0.0843, 4.5892, 22.5690], [-1.1417, 5.0345, 23.4168], [-0.8775, 6.2570, 24.2600], [-2.2533, 5.2291, 22.5537], [0.9188, 4.3714, 23.2355], [0.3676, 5.2587, 21.7569], [-0.1665, 3.6600, 22.0573], [-1.4867, 4.2248, 24.0598], [-0.0187, 6.1267, 24.9185], [-1.7236, 6.5199, 24.8949], [-0.7959, 7.1696, 23.6696], [-3.0532, 5.0554, 23.0554], [-0.7615, -0.1850, 19.5570], [-0.0206, -1.1989, 18.6782], [-0.9939, -1.6357, 17.6259], [1.1170, -0.7367, 18.0033], [-1.0741, 0.6744, 18.9639], [-0.1480, 0.0669, 20.4221], [-1.6573, -0.6775, 19.9352], [0.2847, -2.0641, 19.2666], [-1.7784, -2.1453, 18.1854], [-0.4640, -2.4042, 17.0631], [-1.4190, -0.8700, 16.9771], [0.8541, 0.0876, 17.5874], [1.3398, 6.7871, 17.5394], [0.5159, 6.7941, 18.8398], [0.8781, 7.9843, 19.7361], [-0.8116, 7.0661, 18.4292], [1.3209, 7.7467, 17.0228], [1.1287, 5.9842, 16.8331], [2.3879, 6.7378, 17.8346], [0.6344, 5.8339, 19.3419], [1.9565, 8.0321, 19.8877], [0.4385, 7.8415, 20.7232], [0.5348, 8.9308, 19.3184], [-1.4221, 7.1470, 19.1656]],
  "lowdin_charge": [-0.049, -0.501, -0.060, -0.044, 0.060, 0.087, 0.061, 0.117, 0.078, 0.085, 0.079, 0.023, -0.047, -0.502, -0.053, -0.050, 0.072, 0.064, 0.081, 0.119, 0.092, 0.067, 0.073, 0.091, -0.038, -0.488, -0.030, -0.053, 0.077, 0.073, 0.079, 0.114, 0.076, 0.066, 0.059, 0.047, -0.035, -0.511, -0.024, -0.051, 0.086, 0.078, 0.088, 0.128, 0.081, 0.079, 0.064, 0.103, -0.039, -0.465, -0.057, -0.080, 0.062, 0.070, 0.083, 0.134, 0.075, 0.082, 0.085, 0.033, -0.047, -0.467, -0.055, -0.033, 0.081, 0.064, 0.072, 0.123, 0.086, 0.031, 0.080, 0.087, -0.016, -0.403, -0.044, -0.087, 0.058, 0.046, 0.076, 0.124, 0.072, 0.076, 0.076, 0.102, -0.045, -0.474, -0.017, -0.070, 0.080, 0.087, 0.088, 0.124, 0.063, 0.078, 0.052, 0.048, -0.060, -0.534, -0.016, -0.055, 0.077, 0.084, 0.090, 0.130, 0.061, 0.093, 0.087, 0.115, -0.063, -0.489, -0.021, -0.055, 0.080, 0.063, 0.080, 0.097, 0.045, 0.089, 0.055, 0.022, -0.047, -0.466, -0.041, -0.054, 0.060, 0.079, 0.054, 0.101, 0.081, 0.064, 0.082, 0.061, -0.037, -0.486, -0.047, -0.059, 0.069, 0.059, 0.091, 0.122, 0.071, 0.071, 0.084, 0.054, -0.053, -0.479, -0.009, -0.084, 0.079, 0.080, 0.076, 0.122, 0.064, 0.069, 0.084, 0.036, -0.033, -0.472, -0.055, -0.060, 0.071, 0.067, 0.049, 0.126, 0.081, 0.076, 0.080, 0.098, -0.050, -0.500, -0.060, -0.051, 0.062, 0.044, 0.084, 0.120, 0.082, 0.085, 0.076, 0.041, -0.045, -0.470, -0.048, -0.060, 0.086, 0.060, 0.066, 0.117, 0.063, 0.068, 0.089, 0.082],
  "multiplicity": 1,
  "lumo_ha": 0.0113,
  "homo_ev": -9.23,
  "mol_weight_g_mol": 961.54,
  "homo_lumo_gap_ev": 9.54
}

---

B comes first in stability; the runner-up is 17.1 kcal/mol higher.